# 1
One molecule with the formula C2H3BrFN in a non-equilibrium geometry. Source: OMol25; level of theory: ωB97M-V/def2-TZVPD.

Geometry as XYZ:
```
8
Properties=species:S:1:pos:R:3
C 0.26035 0.12906 -0.60190
C 0.25582 0.20056 0.91810
N -1.04502 -0.34026 -0.90159
F -1.01748 -1.68714 -0.89491
Br -0.32330 1.66623 1.70696
H 0.51728 1.17769 -0.80254
H 1.11449 -0.37376 -0.98718
H 0.23787 -0.77237 1.56305
```

Results
**Max |F|**: 4.54 eV/Å
**Energy**: -76367.2769 eV
**Energy above the lowest of the compared OMol25 structures with the same formula, charge and spin**: 354.4 kJ/mol
**HOMO (alpha / beta)**: -9.786 / -8.456 eV
**Kohn-Sham gap (alpha / beta)**: 9.43 / 8.13 eV

Here are the Löwdin charges for atoms 1 to 2, given in e:
1. C -0.375
2. C -0.680

# 2
A 2-piece molecular cluster, C3H12NO overall in a non-equilibrium geometry. Source: OMol25; level of theory: ωB97M-V/def2-TZVPD.

Geometry as XYZ:
```
17
Properties=species:S:1:pos:R:3
C -0.44718 2.11289 1.64012
O -0.56177 0.74089 1.13476
H -1.30985 2.35232 2.30833
H 0.35126 2.16389 2.36753
H -0.63872 2.94678 0.97011
H -1.00624 0.29074 1.85578
C -0.74968 -1.63224 -1.19321
N 0.12485 -0.43948 -1.07779
C 1.52547 -0.75106 -0.53708
H -1.62502 -1.26616 -1.77842
H -0.30315 -2.36974 -1.86172
H -1.06192 -2.16049 -0.29559
H -0.13552 0.45860 -0.62491
H 0.38774 -0.11742 -2.01544
H 2.16939 0.12835 -0.41183
H 1.97359 -1.61437 -1.01018
H 1.30673 -0.84350 0.52954
```

Results
**Max |F|**: 3.89 eV/Å
**Charge**: +1
**Energy**: -6835.3296 eV
**Energy above the lowest of the compared OMol25 structures with the same formula, charge and spin**: 201.2 kJ/mol
**HOMO**: -15.005 eV
**Kohn-Sham gap**: 11.89 eV

Here are the Löwdin charges for atoms 1 to 2, given in e:
1. C -0.089
2. O -0.154

# 3
One molecule with the formula C4H3NO2. Source: OMol25; level of theory: ωB97M-V/def2-TZVPD.

Geometry as XYZ:
```
10
Properties=species:S:1:pos:R:3
C -1.59828 -0.95297 0.73869
C -0.63608 -0.34897 0.11185
C 0.46201 0.31253 -0.19505
C 1.06752 0.54042 -1.52973
O 0.59860 0.17942 -2.58222
N 1.26180 0.88295 0.89211
O 0.81643 0.73602 1.99856
H -2.53105 -0.44799 0.97460
H -1.47257 -1.98609 1.05327
H 2.03162 1.08468 -1.46209
```

Results
**Max |F|**: 0.59 eV/Å
**Energy**: -9776.9294 eV
**Energy above the lowest of the compared OMol25 structures with the same formula, charge and spin**: 459.0 kJ/mol
**HOMO**: -9.493 eV
**Structure (SMILES)**: C=C=C(C=O)N=O
**Kohn-Sham gap**: 8.32 eV

Here are the Löwdin charges for atoms 1 to 2, given in e:
1. C 0.078
2. C 0.013

# 4
One molecule with the formula C16H28N2OS. Source: OMol25; level of theory: ωB97M-V/def2-TZVPD.

Geometry as XYZ:
```
48
Properties=species:S:1:pos:R:3
C 0.46575 1.19511 -3.08723
C -0.60885 0.13921 -2.82978
C -1.46845 -0.04217 -4.07872
C 0.04313 -1.18645 -2.41465
C -0.90476 -2.18108 -1.70734
N -0.98180 -2.17373 -0.26553
C 0.15055 -2.67224 0.48074
C 1.12074 -1.59053 0.97704
N 0.37985 -0.57712 1.70102
C 1.23011 0.40520 2.35864
C 2.05537 1.23612 1.42476
C 3.27667 0.94515 0.89682
C 3.72854 1.90808 -0.03418
C 2.84143 2.91881 -0.20811
S 1.43666 2.71687 0.76324
C -0.62710 0.01980 0.84188
C -1.62721 -1.05605 0.39291
C -2.43895 -1.56452 1.59896
C -3.65651 -0.68307 1.87577
O -4.53887 -0.61161 0.77993
H 1.14096 0.86479 -3.87442
H 0.01239 2.13463 -3.39538
H 1.05378 1.38081 -2.19001
H -1.25302 0.49490 -2.01965
H -1.96148 0.89178 -4.33918
H -2.23461 -0.79746 -3.92108
H -0.85185 -0.35100 -4.92083
H 0.44210 -1.66484 -3.31254
H 0.89128 -0.98247 -1.76082
H -0.60748 -3.19757 -1.98556
H -1.92274 -2.02970 -2.07786
H -0.23848 -3.19667 1.36129
H 0.69325 -3.39275 -0.13383
H 1.68231 -1.16044 0.12952
H 1.84227 -2.04726 1.66040
H 1.89429 -0.14059 3.03649
H 0.57927 1.05198 2.95405
H 3.84583 0.07494 1.17368
H 4.67142 1.84585 -0.54775
H 2.91836 3.77530 -0.84777
H -0.17682 0.49212 -0.04444
H -1.15133 0.79290 1.40789
H -2.33161 -0.61035 -0.31663
H -1.80401 -1.59187 2.48351
H -2.77677 -2.58049 1.37964
H -3.35218 0.34796 2.06787
H -4.18523 -1.05709 2.76553
H -4.77067 -1.51032 0.51892
```

Results
**Max |F|**: 0.66 eV/Å
**Energy**: -32908.7862 eV
**Energy above the lowest of the compared OMol25 structures with the same formula, charge and spin**: 23.8 kJ/mol
**HOMO**: -7.838 eV
**Structure (SMILES)**: CC(C)CCN1CCN(Cc2cccs2)C[C@@H]1CCO
**Kohn-Sham gap**: 8.58 eV

Here are the Löwdin charges for atoms 1 to 2, given in e:
1. C -0.073
2. C -0.444

# 5
One molecule with the formula C18H22N2O3S in a non-equilibrium geometry. Source: OMol25; level of theory: ωB97M-V/def2-TZVPD.

Geometry as XYZ:
```
46
Properties=species:S:1:pos:R:3
C -4.99462 -3.41274 -0.41453
C -4.53366 -2.09163 0.12261
C -5.15531 -1.52966 1.23146
C -4.74090 -0.30304 1.72019
C -3.70538 0.37747 1.10950
C -3.07668 -0.17563 -0.00338
N -2.03708 0.56205 -0.58345
C -1.24016 0.23925 -1.62218
O -1.29146 -0.77290 -2.28977
C -0.17284 1.31894 -1.88464
N 0.79285 1.41046 -0.81195
C 1.51176 0.20496 -0.44066
C 2.99860 0.51313 -0.23450
C 3.75038 -0.75226 0.06989
C 4.37716 -1.47060 -0.93917
C 5.04251 -2.65035 -0.65419
C 5.08386 -3.12717 0.64448
C 4.45668 -2.41961 1.65635
C 3.79354 -1.23987 1.36999
S 0.50802 2.51324 0.39526
C 1.57304 3.89169 -0.08536
O -0.85409 2.98148 0.30860
O 0.95543 1.99166 1.64926
C -3.49360 -1.40876 -0.49123
H -5.14448 -4.12563 0.39414
H -4.27098 -3.81954 -1.11559
H -5.94567 -3.29305 -0.93378
H -5.96628 -2.05637 1.71314
H -5.22774 0.12607 2.58353
H -3.37349 1.33425 1.48594
H -1.85219 1.45690 -0.13256
H 0.34762 1.06997 -2.81462
H -0.64881 2.29567 -1.98057
H 1.38690 -0.52839 -1.23936
H 1.09955 -0.21364 0.48317
H 3.39262 0.98278 -1.13814
H 3.08770 1.20828 0.60133
H 4.34763 -1.10221 -1.95489
H 5.52944 -3.19832 -1.44756
H 5.60367 -4.04710 0.86764
H 4.48582 -2.78794 2.67131
H 3.30470 -0.68547 2.15798
H 2.59965 3.55388 -0.06294
H 1.41692 4.69587 0.62252
H 1.28271 4.19894 -1.08080
H -3.00162 -1.83094 -1.35183
```

Results
**Max |F|**: 1.02 eV/Å
**Energy**: -38981.5205 eV
**Energy above the lowest of the compared OMol25 structures with the same formula, charge and spin**: 104.4 kJ/mol
**HOMO**: -8.300 eV
**Structure (SMILES)**: Cc1cccc(NC(=O)CN(CCc2ccccc2)S(C)(=O)=O)c1
**Kohn-Sham gap**: 8.76 eV

Here are the Löwdin charges for atoms 1 to 2, given in e:
1. C -0.050
2. C -0.274

# 6
A 2-piece molecular cluster, C4H9N2O overall in a non-equilibrium geometry. Source: OMol25; level of theory: ωB97M-V/def2-TZVPD.

Geometry as XYZ:
```
16
Properties=species:S:1:pos:R:3
C -1.32430 0.35412 0.22058
C 0.99548 -0.34298 1.04854
C 0.57675 -0.44517 2.47573
C 0.49679 0.01236 -1.91194
N -0.63764 0.54061 -2.37385
N -0.06928 0.00154 0.05997
O 2.02345 -0.64330 0.49979
H -1.81828 0.48440 -0.70603
H -1.82795 0.40088 1.16331
H -0.49613 -0.21739 2.59792
H 1.24599 0.19461 3.09096
H 0.82171 -1.50712 2.76113
H 0.60472 -1.02145 -2.00929
H 1.36611 0.64618 -1.62905
H -1.17110 -0.03596 -2.94286
H -0.78631 1.57867 -2.34492
```

Results
**Max |F|**: 4.79 eV/Å
**Charge**: +1
**Energy**: -9313.0668 eV
**Energy above the lowest of the compared OMol25 structures with the same formula, charge and spin**: 284.5 kJ/mol
**HOMO**: -14.673 eV
**Kohn-Sham gap**: 9.93 eV

Here are the Löwdin charges for atoms 1 to 2, given in e:
1. C 0.139
2. C -0.423

# 7
A 3-piece molecular cluster, C9H19BrNO2 overall in a non-equilibrium geometry. Source: OMol25; level of theory: ωB97M-V/def2-TZVPD.

Geometry as XYZ:
```
32
Properties=species:S:1:pos:R:3
C 4.24523 7.66442 -0.85830
C 5.54562 7.67177 -3.54609
C -4.75236 -5.61749 1.37264
C -7.10132 -6.64276 1.32337
C -5.26058 -7.80461 2.61768
C 4.71580 6.48230 -1.39297
C 5.82789 6.72589 -2.47014
C 5.19200 4.16178 2.24317
C 4.06748 4.78747 1.99730
N -5.72746 -6.53630 1.99599
O 4.14508 8.74376 -0.54354
O 3.21623 4.38763 0.97972
Br 3.58696 6.57457 2.74825
H 4.93196 7.30423 -4.36384
H 5.03225 8.58240 -3.12860
H 6.38900 8.16229 -4.05186
H -4.35372 -6.06819 0.49816
H -5.26454 -4.76360 1.03570
H -4.05896 -5.34295 2.12544
H -7.36250 -5.69536 0.92948
H -7.36479 -7.46922 0.77147
H -7.75338 -6.95991 2.08614
H -6.00487 -7.88507 3.39649
H -5.42503 -8.64684 1.88471
H -4.29310 -7.75961 2.97252
H 5.13478 5.99260 -0.46797
H 3.84092 5.93740 -1.73562
H 6.28037 5.82765 -2.96948
H 6.60774 7.12890 -1.87487
H 5.83588 4.49550 3.00771
H 5.41668 3.22040 1.74409
H 2.56040 3.81283 1.40755
```

Results
**Max |F|**: 4.56 eV/Å
**Charge**: +1
**Energy**: -85257.3926 eV
**Energy above the lowest of the compared OMol25 structures with the same formula, charge and spin**: 199.5 kJ/mol
**HOMO**: -8.629 eV
**Kohn-Sham gap**: 3.23 eV

Here are the Löwdin charges for atoms 1 to 2, given in e:
1. C -0.005
2. C -0.106

# 8
C6H11N4 as an isolated structure in a non-equilibrium geometry. Source: OMol25; level of theory: ωB97M-V/def2-TZVPD.

Geometry as XYZ:
```
21
Properties=species:S:1:pos:R:3
C -1.58677 -1.16572 1.16164
C -0.64009 -1.18241 0.17928
C 0.82168 0.99036 0.51033
C -0.74460 0.20600 -0.32257
C 0.22912 -2.12990 -0.44002
C -0.70202 0.81623 -1.63823
N -2.14091 0.13189 1.31633
N -1.66478 0.89487 0.47264
N 1.92050 0.76479 -0.08712
N 0.72508 1.74202 1.53144
H -1.63989 -1.79813 2.00610
H 0.18059 -2.02749 -1.54686
H 0.06878 -3.24142 -0.03359
H 1.24218 -1.80871 -0.22072
H -0.58496 0.08043 -2.41574
H 0.20836 1.57445 -1.75195
H -1.61346 1.34211 -1.87894
H 1.75033 0.15964 -0.91124
H 2.88342 0.82423 0.16735
H -0.21512 1.72395 1.84731
H 1.50255 2.10280 2.05457
```

Results
**Max |F|**: 4.42 eV/Å
**<S²>**: 2.026
**Charge**: +1
**Energy**: -12348.5940 eV
**Energy above the lowest of the compared OMol25 structures with the same formula, charge and spin**: 196.1 kJ/mol
**HOMO (alpha / beta)**: -11.335 / -13.774 eV
**Kohn-Sham gap (alpha / beta)**: 8.45 / 6.98 eV
**Spin multiplicity**: 3

Here are the Löwdin charges for atoms 1 to 2, given in e:
1. C 0.002
2. C -0.251